No. 1
C23H50FN3O8P2 | wB97M-V/def2-TZVPD

Cartesian coordinates (Å):
C 1.757 5.423 0.059
C 2.751 4.821 1.081
C 2.826 3.305 0.934
C 1.474 2.564 1.039
C 0.610 3.123 2.185
C 1.599 0.991 1.037
P 2.004 0.359 2.705
N 2.639 -1.089 2.621
O 0.649 0.394 3.563
O 2.970 1.424 3.416
C 2.784 0.611 0.144
C 2.794 -0.798 -0.413
N 1.676 -1.754 -0.058
C 1.759 -2.816 -1.128
O 1.124 -3.971 -0.727
C 1.925 -5.146 -0.823
C 0.278 -1.185 0.205
C -0.289 -1.796 1.508
C -0.321 -3.291 1.615
N -1.401 -3.907 1.849
C -0.643 -1.570 -0.965
C -2.055 -0.972 -0.965
P -3.261 -2.147 -1.627
O -2.717 -2.768 -2.847
O -3.642 -3.244 -0.548
C -4.523 -2.930 0.557
C -4.704 -4.181 1.421
O -4.629 -1.348 -1.873
C -4.723 0.083 -1.855
C -4.692 0.714 -0.455
C 0.318 0.390 0.361
F -0.788 0.748 1.090
O 0.293 0.895 -0.920
C -0.613 1.910 -1.341
C -0.716 1.847 -2.863
H 0.764 5.574 0.487
H 2.112 6.391 -0.299
H 1.649 4.740 -0.797
H 3.757 5.160 0.812
H 2.572 5.190 2.094
H 3.632 2.860 1.516
H 3.094 3.189 -0.119
H 1.002 2.837 0.101
H -0.162 2.439 2.530
H 1.210 3.407 3.053
H 0.100 4.028 1.851
H 3.573 -1.140 3.004
H 0.839 0.017 4.429
H 3.547 0.977 4.039
H 2.771 1.323 -0.696
H 3.700 0.730 0.720
H 3.704 -1.306 -0.094
H 2.837 -0.757 -1.504
H 1.969 -2.209 0.813
H 1.383 -2.407 -2.065
H 2.830 -2.992 -1.271
H 1.305 -5.968 -0.474
H 2.189 -5.342 -1.863
H 2.816 -5.061 -0.199
H -1.304 -1.438 1.663
H 0.286 -1.481 2.368
H 0.636 -3.817 1.574
H -1.228 -4.905 1.952
H -0.721 -2.657 -1.035
H -0.183 -1.249 -1.899
H -2.094 -0.179 -1.716
H -2.394 -0.547 -0.022
H -4.065 -2.136 1.147
H -5.479 -2.615 0.147
H -5.758 -4.395 1.580
H -4.216 -5.024 0.934
H -4.200 -4.055 2.378
H -3.984 0.528 -2.522
H -5.693 0.293 -2.306
H -4.709 -0.062 0.307
H -3.831 1.366 -0.323
H -5.591 1.313 -0.303
H -0.248 2.901 -1.069
H -1.599 1.798 -0.887
H -1.700 2.217 -3.168
H -0.558 0.834 -3.228
H 0.024 2.518 -3.301
C 2.572 2.886 -3.254
O 1.801 2.897 -2.136
H 2.202 3.525 -4.089
H 3.626 3.235 -3.106
H 2.699 1.879 -3.736

The calculation puts the HOMO energy at -5.772 eV. Its charge is 0. Its relative energy (zero: lowest compared OMol25 entry of this formula, charge and spin) is 0.00 kcal per mole. The HOMO-LUMO gap comes out at 5.61 eV. The maximum force comes out at 1.31 eV/A.

***

No. 2
C23H51Cl2FIN3O8 | wB97M-V/def2-TZVPD

Cartesian coordinates (Å):
C 1.672 -0.708 4.078
C 0.961 0.560 3.592
C 1.755 1.815 3.981
Cl 0.620 2.956 4.813
C 2.355 2.539 2.770
Cl 1.052 3.260 1.787
I 3.300 1.134 1.414
O 3.176 3.621 3.117
C 4.182 3.350 3.973
O 4.247 3.807 5.081
F 5.142 2.604 3.485
H 1.518 -1.548 3.422
H 2.737 -0.545 4.157
H 1.346 -0.919 5.083
H 0.732 0.524 2.539
H 0.025 0.613 4.113
H 2.497 1.563 4.720
C -0.157 -5.345 -1.818
O 0.800 -4.618 -2.564
C 0.262 -3.919 -3.680
C 0.310 -2.423 -3.456
N -0.639 -2.019 -2.426
C -0.492 -0.639 -1.972
C 0.804 -0.254 -1.269
O 0.990 -0.882 -0.012
C 1.590 -2.167 -0.062
H 0.385 -5.960 -1.101
H -0.829 -4.680 -1.264
H -0.748 -6.001 -2.463
H -0.754 -4.251 -3.909
H 0.893 -4.160 -4.540
H 0.062 -1.911 -4.390
H 1.343 -2.164 -3.187
H -0.531 -2.629 -1.626
H -1.311 -0.449 -1.274
H -0.644 0.032 -2.823
H 0.747 0.819 -1.061
H 1.688 -0.395 -1.902
H 2.287 -2.258 -0.900
H 0.835 -2.951 -0.114
H 2.144 -2.314 0.868
C -3.772 -6.287 4.409
O -4.007 -6.348 3.015
C -5.095 -5.546 2.572
C -4.608 -4.379 1.740
N -3.901 -3.403 2.560
C -3.197 -2.375 1.798
C -2.053 -2.815 0.892
O -0.921 -3.314 1.582
C -0.972 -4.689 1.918
H -3.036 -7.052 4.651
H -3.372 -5.314 4.712
H -4.686 -6.493 4.973
H -5.707 -5.205 3.411
H -5.721 -6.182 1.940
H -5.467 -3.892 1.270
H -3.969 -4.787 0.946
H -3.229 -3.888 3.139
H -2.787 -1.668 2.523
H -3.928 -1.825 1.198
H -1.701 -1.924 0.366
H -2.376 -3.522 0.118
H -1.538 -5.271 1.187
H -1.393 -4.841 2.915
H 0.053 -5.063 1.939
C 3.052 7.243 -4.800
O 3.210 6.910 -3.435
C 2.490 7.753 -2.543
C 1.355 7.003 -1.880
N 0.297 6.694 -2.835
C -0.715 5.770 -2.330
C -0.276 4.353 -1.977
O 0.126 3.571 -3.087
C 1.480 3.718 -3.476
H 3.764 6.646 -5.368
H 2.043 7.013 -5.161
H 3.266 8.300 -4.977
H 2.128 8.652 -3.049
H 3.194 8.068 -1.767
H 0.941 7.619 -1.077
H 1.780 6.095 -1.431
H 0.711 6.292 -3.665
H -1.484 5.692 -3.103
H -1.192 6.219 -1.453
H -1.149 3.842 -1.561
H 0.491 4.333 -1.194
H 2.129 3.938 -2.625
H 1.594 4.495 -4.237
H 1.801 2.776 -3.921

The calculation puts the HOMO energy at -8.697 eV. Its charge is 0. The HOMO-LUMO gap comes out at 8.63 eV. The maximum force comes out at 3.09 eV/A.

***

No. 3
C23H51CuN3NbO5Si | wB97M-V/def2-TZVPD

Cartesian coordinates (Å):
N -1.677 -0.723 -0.577
C -3.625 -2.522 0.252
O -4.604 -2.801 0.838
Cu -2.946 -0.289 0.689
Nb -0.124 0.032 -0.035
N -0.127 1.879 -0.898
N 0.973 -1.089 -1.314
C -0.570 2.307 -2.227
C 0.620 -2.287 -2.093
C -0.800 3.813 -2.286
C 0.490 1.917 -3.262
C -1.879 1.608 -2.579
C 0.222 -3.396 -1.124
C 1.794 -2.745 -2.958
C -0.561 -1.980 -2.997
H -1.459 4.130 -1.478
H -1.279 4.066 -3.240
H 0.145 4.380 -2.234
H 1.411 2.495 -3.111
H 0.110 2.125 -4.274
H 0.743 0.851 -3.196
H -1.790 0.514 -2.575
H -2.212 1.913 -3.579
H -2.648 1.866 -1.840
H 1.059 -3.625 -0.454
H -0.038 -4.302 -1.686
H -0.637 -3.090 -0.519
H 2.631 -3.108 -2.345
H 2.137 -1.928 -3.611
H 1.463 -3.574 -3.600
H -0.782 -2.857 -3.615
H -0.338 -1.145 -3.666
H -1.464 -1.745 -2.426
C 0.789 2.743 -0.161
H 0.747 2.547 0.920
H 1.837 2.635 -0.483
H 0.514 3.789 -0.313
C 2.377 -0.863 -0.967
H 2.457 -0.085 -0.185
H 2.883 -1.771 -0.578
H 2.959 -0.495 -1.831
C 3.190 -1.762 4.300
C 1.780 -2.289 4.050
C 1.597 -2.803 2.627
C 1.502 -3.409 5.044
O 0.812 -1.220 4.334
Si 0.147 -0.032 3.452
O 0.133 -0.321 1.862
O -1.406 0.165 3.959
C -2.199 -0.692 4.808
C -2.586 -1.993 4.108
C -1.416 -1.011 6.077
C -3.475 0.089 5.122
O 0.992 1.376 3.654
C 0.374 2.612 4.190
C -0.918 2.918 3.435
C 0.145 2.429 5.683
C 1.364 3.755 3.953
H 3.900 -2.588 4.128
H 3.288 -1.441 5.350
H 3.443 -0.922 3.640
H 2.178 -3.732 2.522
H 0.541 -3.029 2.426
H 1.954 -2.085 1.880
H 1.664 -3.062 6.073
H 0.480 -3.801 4.934
H 2.210 -4.240 4.855
H -1.710 -2.618 3.885
H -3.263 -2.537 4.795
H -3.131 -1.795 3.172
H -1.089 -0.082 6.564
H -2.074 -1.571 6.761
H -0.526 -1.607 5.842
H -3.249 1.039 5.626
H -4.042 0.296 4.204
H -4.120 -0.517 5.788
H -1.671 2.140 3.593
H -1.301 3.878 3.814
H -0.701 3.016 2.357
H 1.082 2.130 6.173
H -0.181 3.396 6.093
H -0.636 1.675 5.873
H 2.326 3.571 4.446
H 1.531 3.931 2.876
H 0.949 4.690 4.369

The calculation puts the HOMO energy at -14.843 eV. Its charge is +2. The HOMO-LUMO gap comes out at 3.89 eV. The maximum force comes out at 6.17 eV/A.

***

No. 4
C23H51F12N6O5P2 | wB97M-V/def2-TZVPD

Cartesian coordinates (Å):
O -0.140 0.127 -0.708
C -0.967 -0.941 -0.315
O -1.239 -0.994 0.902
O -1.531 -1.666 -1.158
H -0.065 0.523 0.170
C 0.632 2.583 -2.820
C -0.863 2.562 -3.141
N -1.123 1.504 -4.109
C -0.614 1.428 -5.384
C -0.921 0.207 -5.863
N -1.456 -0.508 -4.811
C -1.594 0.307 -3.767
C -2.067 -1.807 -5.035
H 1.227 2.726 -3.725
H 0.877 1.613 -2.388
H 0.871 3.407 -2.151
H -1.297 3.485 -3.527
H -1.408 2.382 -2.216
H -0.170 2.263 -5.896
H -0.762 -0.215 -6.839
H -2.157 0.071 -2.865
H -1.298 -2.534 -4.766
H -2.243 -1.958 -6.097
H -2.976 -2.090 -4.514
C 1.471 -2.093 2.527
C 1.153 -1.177 3.670
N 2.363 -0.528 4.226
C 3.557 -1.196 4.400
C 4.453 -0.332 4.931
N 3.784 0.859 5.069
C 2.500 0.659 4.799
C 4.340 2.088 5.624
H 0.535 -2.283 1.988
H 1.720 -3.116 2.828
H 2.255 -1.799 1.827
H 0.683 -1.754 4.470
H 0.415 -0.407 3.443
H 3.602 -2.177 3.958
H 5.505 -0.478 5.094
H 1.693 1.353 4.962
H 5.413 2.193 5.501
H 4.192 2.081 6.706
H 3.816 2.932 5.187
C 2.711 -1.668 -1.727
N 2.181 -2.924 -2.354
C 0.919 -2.642 -3.127
C 3.211 -3.328 -3.343
C 1.887 -4.040 -1.342
C 3.096 -4.532 -0.613
O 3.469 -3.542 0.375
H 2.679 -0.859 -2.449
H 3.744 -1.848 -1.441
H 2.165 -1.519 -0.799
H 1.300 -2.171 -4.033
H 0.286 -1.943 -2.571
H 0.420 -3.582 -3.337
H 4.058 -3.855 -2.915
H 3.605 -2.472 -3.883
H 2.808 -4.039 -4.066
H 1.542 -4.843 -1.995
H 1.058 -3.683 -0.729
H 4.038 -4.748 -1.119
H 2.854 -5.432 -0.041
H 4.147 -3.880 0.967
C -1.649 2.677 1.109
N -2.132 3.837 1.940
C -3.631 3.940 1.791
C -1.727 3.698 3.351
C -1.437 5.106 1.463
C -1.915 5.623 0.155
O -1.621 4.780 -0.940
H -0.560 2.688 1.121
H -2.043 2.709 0.102
H -2.002 1.803 1.657
H -4.040 3.056 2.268
H -3.909 4.025 0.746
H -3.891 4.876 2.285
H -0.666 3.483 3.471
H -2.280 2.852 3.759
H -1.949 4.592 3.928
H -0.368 4.892 1.542
H -1.507 5.834 2.273
H -1.407 6.588 0.006
H -2.961 5.939 0.108
H -1.612 5.330 -1.728
P -4.690 1.000 -1.196
F -5.972 1.238 -2.120
F -5.542 0.285 -0.049
F -4.363 -0.360 -1.953
F -3.346 0.840 -0.299
F -3.774 1.888 -2.277
F -4.952 2.443 -0.442
P -1.232 -5.072 2.628
F -0.700 -4.106 3.848
F -2.753 -4.603 2.778
F -1.092 -3.862 1.538
F -1.636 -6.048 1.401
F 0.351 -5.461 2.393
F -1.341 -6.262 3.701

The calculation puts the HOMO energy at -9.447 eV. Its charge is +1. Its relative energy (zero: lowest compared OMol25 entry of this formula, charge and spin) is 0.00 kcal per mole. The HOMO-LUMO gap comes out at 6.64 eV. The maximum force comes out at 4.15 eV/A.

***

No. 5
C23H52HoO4P4 | wB97M-V/def2-TZVPD

Cartesian coordinates (Å):
Ho 0.156 0.584 0.463
P 1.910 0.622 2.598
P 0.172 -2.208 0.155
P -1.881 0.211 2.296
H -1.043 2.284 -1.670
C -1.266 2.300 -0.599
C -0.414 2.947 0.295
H 0.530 3.389 -0.046
C 3.652 1.112 2.354
C 2.160 -0.848 3.658
C 1.402 1.884 3.821
C -0.984 -2.636 -1.206
C 1.724 -2.984 -0.434
C -0.325 -3.361 1.491
C -2.620 1.807 2.796
C -1.706 -0.683 3.876
C -3.262 -0.627 1.426
H -2.325 2.168 -0.384
H -0.778 3.352 1.240
H 3.709 2.021 1.743
H 4.199 0.309 1.843
H 4.092 1.292 3.344
H 2.612 -1.651 3.062
H 1.208 -1.203 4.071
H 2.844 -0.575 4.476
H 1.341 2.862 3.326
H 2.171 1.923 4.607
H 0.425 1.644 4.260
H -0.973 -3.714 -1.423
H -0.684 -2.088 -2.112
H -2.005 -2.328 -0.950
H 1.585 -4.060 -0.619
H 2.507 -2.849 0.324
H 2.062 -2.493 -1.358
H -0.264 -4.408 1.161
H -1.349 -3.154 1.828
H 0.345 -3.228 2.352
H -3.538 1.607 3.365
H -2.846 2.414 1.909
H -1.903 2.362 3.419
H -2.690 -0.775 4.357
H -1.020 -0.131 4.534
H -1.286 -1.685 3.700
H -4.178 -0.559 2.031
H -3.014 -1.681 1.236
H -3.435 -0.133 0.456
C -6.045 -2.902 -1.583
C -6.844 -3.086 -2.737
C -7.556 -1.986 -3.230
C -7.498 -0.744 -2.575
C -6.736 -0.598 -1.404
C -6.031 -1.686 -0.889
O -5.192 -3.864 -1.120
H -5.312 -4.669 -1.654
H -6.877 -4.055 -3.228
H -8.158 -2.096 -4.130
H -8.048 0.107 -2.971
H -6.688 0.355 -0.883
H -5.449 -1.620 0.029
C 6.212 -0.668 -1.579
C 4.733 -0.827 -1.829
O 4.104 0.296 -1.125
P 2.569 0.817 -0.897
O 2.820 2.448 -0.977
C 3.922 3.129 -1.642
C 4.832 3.736 -0.601
O 1.687 0.517 -2.276
C 1.717 1.333 -3.549
C 0.915 2.590 -3.431
H 6.534 0.354 -1.802
H 6.776 -1.364 -2.201
H 6.454 -0.873 -0.529
H 4.348 -1.769 -1.427
H 4.482 -0.748 -2.895
H 4.464 2.433 -2.299
H 3.463 3.878 -2.287
H 5.287 2.941 0.006
H 5.633 4.300 -1.090
H 4.279 4.426 0.055
H 2.776 1.502 -3.773
H 1.291 0.649 -4.282
H 1.200 3.177 -2.546
H 1.072 3.201 -4.326
H -0.153 2.335 -3.394

The calculation puts the HOMO energy (spin up / spin down) at -13.877 / -13.877 eV. Its charge is +3. Its relative energy (zero: lowest compared OMol25 entry of this formula, charge and spin) is 0.00 kcal per mole. The HOMO-LUMO gap (spin up / spin down) comes out at 2.80 / 2.92 eV. As for the spin multiplicity: 5. The maximum force comes out at 4.63 eV/A.